[1]
{
  "formula": "C15H48O15",
  "method": "ωB97M-V/def2-TZVPD",
  "elements": ["O", "C", "C", "O", "H", "H", "H", "H", "H", "H", "O", "C", "C", "O", "H", "H", "H", "H", "H", "H", "O", "C", "C", "O", "H", "H", "H", "H", "H", "H", "O", "C", "C", "O", "H", "H", "H", "H", "H", "H", "O", "C", "C", "O", "H", "H", "H", "H", "H", "H", "O", "C", "C", "O", "H", "H", "H", "H", "H", "H", "C", "O", "H", "H", "H", "H", "C", "O", "H", "H", "H", "H", "C", "O", "H", "H", "H", "H"],
  "positions_angstrom": [[-0.4430, 1.3042, -6.3552], [0.6352, 2.2646, -6.1076], [0.3138, 2.8888, -4.7246], [0.5166, 1.9658, -3.6679], [-0.3047, 0.8978, -7.2148], [1.6203, 1.7723, -6.1358], [0.5802, 3.0131, -6.9098], [-0.7508, 3.2276, -4.6842], [0.9274, 3.7953, -4.5565], [-0.0832, 1.2508, -3.7986], [-0.2646, 0.3540, 5.1444], [-1.5479, 0.0894, 4.5696], [-1.3267, -0.3745, 3.1400], [-0.3325, -1.4483, 3.2322], [0.1397, -0.4880, 5.0067], [-2.1054, -0.7228, 5.1341], [-2.1020, 1.0190, 4.6501], [-0.9061, 0.4043, 2.4964], [-2.2133, -0.7127, 2.6301], [-0.2338, -1.8792, 2.3478], [-2.3891, -2.9704, -0.2201], [-2.2020, -3.7277, 0.9941], [-0.8217, -4.3138, 1.1027], [0.1366, -3.2032, 1.1362], [-1.7452, -3.1369, -0.9397], [-2.3777, -2.9838, 1.7813], [-3.0155, -4.4864, 1.0021], [-0.6000, -4.9296, 0.2173], [-0.7422, -4.9633, 1.9665], [0.9241, -3.5539, 1.5238], [-1.0316, -2.4671, -2.6576], [-2.2348, -2.0011, -3.3164], [-2.7409, -0.7223, -2.6063], [-1.7511, 0.2784, -2.7440], [-0.4923, -1.6859, -2.6450], [-2.0331, -1.8438, -4.4109], [-2.9831, -2.7726, -3.1912], [-2.9193, -1.0506, -1.5669], [-3.6972, -0.4137, -3.0353], [-1.6226, 0.6913, -1.8836], [-0.4251, -0.4149, 0.0892], [0.8970, -0.1054, -0.2717], [1.2434, 1.2739, 0.1005], [0.3860, 2.2843, -0.5289], [-0.4626, -1.3413, 0.4102], [1.6470, -0.7883, 0.2097], [0.9728, -0.2109, -1.3641], [2.2773, 1.4740, -0.1996], [1.1668, 1.3341, 1.2049], [0.4979, 2.3391, -1.4890], [-0.5095, 3.8926, 1.4478], [-1.9218, 3.8998, 1.5718], [-2.5188, 2.5950, 2.0405], [-2.5824, 1.6256, 0.9834], [-0.2534, 3.2864, 0.7143], [-2.1059, 4.6679, 2.2890], [-2.4106, 4.1640, 0.6001], [-3.5638, 2.6821, 2.2776], [-1.9231, 2.1727, 2.8793], [-1.6605, 1.4521, 0.7258], [2.0784, 2.4572, 3.7521], [1.4317, 1.3039, 3.3241], [3.1124, 2.5370, 3.4678], [1.4388, 3.2828, 3.4177], [2.0217, 2.4278, 4.8660], [0.8560, 0.9435, 4.0263], [3.7197, -0.8579, -2.8407], [4.5623, -1.3922, -3.8194], [3.7559, -1.4784, -1.9329], [4.1699, 0.1018, -2.5826], [2.6858, -0.7991, -3.1868], [4.1419, -1.4369, -4.6629], [3.4957, -1.7194, 2.8415], [2.4279, -2.7069, 2.8887], [4.3556, -2.1482, 3.3211], [3.7838, -1.6459, 1.7802], [3.2453, -0.6786, 3.1301], [2.1859, -2.8384, 3.8157]],
  "forces_ev_per_a": [[0.8, 0.4, 0.4], [-1.3, -0.1, 0.2], [-0.3, 0.3, -0.6], [1.2, 1.1, 0.3], [0.1, 0.0, 0.0], [-0.3, 0.1, 0.2], [0.2, 0.1, 0.3], [0.7, -0.2, -0.4], [-0.1, -0.7, 0.0], [-1.0, -1.0, -0.1], [-1.0, 0.3, 0.5], [-0.6, -0.6, 0.1], [1.3, -0.4, -0.2], [-0.9, 0.4, -0.4], [1.1, -1.1, 0.1], [0.7, 0.9, -0.4], [-0.2, -0.1, -0.2], [0.0, 0.0, 0.4], [-0.6, -0.2, 0.1], [0.1, 0.3, 1.0], [0.2, -0.1, 0.1], [-0.7, 0.6, -1.2], [0.3, 0.6, -0.8], [-1.7, -0.8, -0.4], [-0.1, -0.1, 0.5], [0.0, -0.4, 0.2], [0.7, 0.1, 0.4], [-0.1, 0.2, 0.1], [0.1, 0.1, 0.4], [1.2, 0.1, 0.5], [-1.1, -0.4, -0.6], [0.3, 0.6, -0.1], [0.0, -1.6, -0.3], [0.2, 0.2, 0.2], [0.7, 0.6, 0.3], [-0.2, 0.0, 0.9], [-0.1, -0.2, -0.1], [0.2, 0.6, -0.2], [0.1, 0.1, -0.1], [0.1, 0.0, 0.1], [-0.4, -0.6, 0.6], [0.5, -1.3, -0.7], [0.1, 1.4, 0.1], [0.1, -0.9, 0.8], [-0.1, 0.6, -0.5], [-0.6, 0.4, -0.3], [0.3, -0.1, 0.0], [0.0, 0.0, 0.1], [-0.2, 0.6, -0.6], [0.2, -0.3, -0.1], [-0.1, -0.7, -0.3], [0.1, 0.0, -0.9], [0.4, -0.9, -0.5], [0.9, 0.1, 0.0], [-0.1, 0.6, 0.3], [-0.5, 0.6, 0.5], [0.3, -0.1, 0.6], [-0.4, 0.5, 0.7], [-0.4, 0.5, -0.3], [-0.3, -0.3, -0.2], [-1.7, 0.6, 2.0], [0.3, -1.6, -1.0], [0.3, -0.1, -0.5], [0.7, 0.5, 0.0], [0.4, 0.5, -0.5], [0.1, 0.5, -0.3], [0.2, 0.1, 0.5], [1.0, -0.8, 0.0], [-0.1, 0.0, -0.3], [-0.7, 0.3, 0.2], [0.0, 0.3, 0.2], [-0.5, 0.0, -0.6], [-0.4, -0.3, -1.4], [0.3, 0.7, 0.3], [0.5, 0.2, 0.6], [-0.2, -0.1, 0.2], [-0.2, -0.8, 0.4], [0.0, 0.2, -0.3]],
  "smiles": "OCCO.OCCO.OCCO.OCCO.OCCO.OCCO.CO.CO.CO",
  "relative_energy_kcal_mol": 2.2,
  "gap_ev": 9.74
}


[2]
{
  "formula": "C15H50N6O10",
  "method": "ωB97M-V/def2-TZVPD",
  "elements": ["N", "C", "N", "O", "H", "H", "H", "H", "N", "C", "N", "O", "H", "H", "H", "H", "N", "C", "N", "O", "H", "H", "H", "H", "C", "C", "O", "H", "H", "H", "H", "H", "H", "C", "C", "O", "H", "H", "H", "H", "H", "H", "C", "C", "O", "H", "H", "H", "H", "H", "H", "C", "C", "O", "H", "H", "H", "H", "H", "H", "C", "C", "O", "H", "H", "H", "H", "H", "H", "C", "O", "H", "H", "H", "H", "C", "O", "H", "H", "H", "H"],
  "positions_angstrom": [[-1.8039, 0.3723, -4.8655], [-2.2779, 0.6483, -3.6905], [-3.3499, 0.0333, -3.4615], [-1.7269, 1.6173, -2.7505], [-0.9329, 0.6733, -5.1455], [-2.3199, -0.2287, -5.4865], [-3.7099, 0.1413, -2.5045], [-3.8459, -0.6437, -4.0535], [0.9831, 1.8973, -3.0225], [1.7381, 1.0313, -3.6515], [1.1671, -0.1747, -3.7535], [3.0611, 1.3493, -3.9425], [1.4301, 2.7943, -2.7915], [0.1291, 1.5973, -2.5765], [1.6341, -0.9107, -4.2595], [0.2531, -0.3867, -3.3995], [-0.1689, -4.4267, 2.6345], [-0.2049, -3.1887, 2.1765], [0.8071, -2.8287, 1.5195], [-1.3169, -2.3817, 2.2565], [-1.0359, -4.8267, 3.0905], [0.6431, -5.0507, 2.6245], [0.8051, -1.8857, 1.1545], [1.5241, -3.4987, 1.1545], [-0.1499, 0.6983, 3.8905], [-0.2079, 1.1393, 5.3605], [-0.8479, 2.3103, 5.3285], [0.7351, 0.0723, 3.7905], [0.0461, 1.5603, 3.2405], [-1.0099, 0.0693, 3.5895], [0.7911, 1.1683, 5.8685], [-0.6119, 0.3853, 5.9755], [-1.3249, 2.4353, 6.1955], [3.4381, -2.3707, -0.6605], [3.6431, -0.9307, -0.1975], [3.3721, -0.1357, -1.3135], [4.1181, -2.5917, -1.4155], [2.5071, -2.5247, -1.2425], [3.6431, -2.9867, 0.1975], [4.6261, -0.7937, 0.3365], [2.8281, -0.6037, 0.4475], [3.4501, 0.7933, -0.9715], [-1.0959, -3.3897, -1.3245], [-1.9129, -2.7257, -2.3905], [-1.0429, -2.3477, -3.4055], [-0.1469, -2.8537, -1.1325], [-0.9179, -4.3387, -1.6665], [-1.7469, -3.4087, -0.5145], [-2.3379, -1.8877, -1.9925], [-2.6589, -3.4097, -2.8415], [-1.4989, -2.2417, -4.2845], [-3.0739, -0.2037, 1.1025], [-3.3249, 0.9853, 0.2275], [-4.2739, 0.4683, -0.6665], [-3.9129, -0.4567, 1.7985], [-2.2459, -0.0537, 1.8215], [-2.8769, -1.0557, 0.4755], [-2.3699, 1.2953, -0.2755], [-3.7639, 1.7153, 0.9195], [-5.1229, 0.6493, -0.2715], [0.5411, 2.8613, 1.0575], [0.3671, 4.0203, -0.0065], [-0.5599, 3.7523, -0.9965], [0.7791, 3.3173, 2.0585], [1.4051, 2.3223, 0.7865], [-0.3409, 2.2103, 1.1455], [1.3751, 4.2293, -0.3605], [0.0121, 4.9023, 0.4575], [-0.4009, 4.2953, -1.8005], [3.1681, 1.7893, 3.3175], [3.2111, 2.8813, 2.4205], [4.0481, 1.6693, 3.9645], [2.8971, 0.9243, 2.7975], [2.3051, 1.9513, 3.9805], [3.4081, 2.5713, 1.5015], [0.1221, -0.0757, -0.5695], [0.5431, -0.3117, 0.8085], [0.4311, 0.9403, -0.9725], [-0.9389, -0.2877, -0.7385], [0.6561, -0.6887, -1.3065], [0.7641, 0.5643, 1.2005]],
  "forces_ev_per_a": [[0.5, -0.5, -2.2], [4.2, 6.2, 4.2], [-5.3, -2.2, 3.3], [-2.6, -5.3, -4.6], [2.0, 0.9, -0.7], [0.2, 0.1, 0.0], [-0.3, 0.1, -0.3], [0.8, 0.7, 0.3], [0.4, 2.4, 0.6], [7.1, 1.2, -0.3], [0.5, -1.3, -1.4], [-6.5, -1.8, 0.6], [-0.6, -0.9, -0.2], [-0.7, 0.7, -0.4], [0.1, 0.2, 0.2], [-0.2, 0.0, 0.1], [-2.1, -3.5, 2.4], [-7.9, 2.9, 1.0], [5.2, 0.6, -3.0], [4.7, -3.8, 0.3], [1.7, 1.0, -0.9], [-0.5, 0.8, -0.1], [0.1, 0.3, 0.0], [-1.2, 1.1, 0.8], [0.9, -1.0, 0.5], [2.7, -2.0, -1.3], [-2.7, 3.1, 2.5], [0.0, -0.4, -0.2], [-0.5, -0.2, 0.3], [0.4, 0.7, 0.0], [0.0, 0.6, -0.8], [-1.5, -1.1, 0.6], [0.8, 0.1, -1.4], [-0.7, 1.1, 0.5], [-1.1, -0.6, 0.4], [1.2, 2.3, -0.2], [1.9, -0.4, -1.1], [-0.1, 0.1, 1.2], [-0.4, -0.8, 0.1], [-0.6, 0.0, -0.8], [0.3, -0.8, 1.1], [-0.2, -1.1, -1.2], [0.3, 1.8, -0.9], [0.6, -2.1, -1.0], [0.8, 0.8, -3.0], [-0.7, -0.2, 0.0], [0.9, -2.6, -0.5], [-0.6, -0.2, 2.1], [-1.7, 2.3, 1.0], [0.0, 0.2, 0.7], [0.6, -0.2, 1.6], [0.9, -0.2, 2.3], [1.0, -0.8, 1.7], [-0.8, 0.8, -1.8], [0.2, 0.2, -0.9], [0.0, -0.2, -0.6], [0.3, -0.5, 0.0], [-1.3, 0.2, 0.1], [0.3, 0.7, -0.8], [-0.5, -0.1, -0.2], [-1.3, 2.1, 0.3], [0.7, -0.7, 1.4], [-0.4, -0.7, -1.9], [-0.4, -0.4, -1.0], [0.9, -1.0, -0.4], [0.1, 0.4, -0.2], [0.1, 0.1, -0.4], [0.0, 1.0, 1.1], [-0.2, -0.6, 0.9], [-0.8, 1.1, 1.1], [0.8, 0.1, -1.2], [0.0, 0.0, -0.5], [0.1, -1.8, -0.7], [0.3, 0.2, 0.0], [-0.1, 0.3, 1.5], [0.8, 0.8, -0.7], [-0.1, 1.7, -1.3], [-0.8, -1.0, 1.3], [0.1, 0.4, 0.5], [0.3, -0.5, 0.8], [-0.4, -1.0, -0.3]],
  "smiles": "NC(N)=O.NC(N)=O.NC(N)=O.CCO.CCO.CCO.CCO.CCO.CO.CO",
  "relative_energy_kcal_mol": 188.4,
  "gap_ev": 8.45
}


[3]
{
  "formula": "C15H50O15",
  "method": "ωB97M-V/def2-TZVPD",
  "elements": ["O", "C", "C", "O", "H", "H", "H", "H", "H", "H", "O", "C", "C", "O", "H", "H", "H", "H", "H", "H", "O", "C", "C", "O", "H", "H", "H", "H", "H", "H", "O", "C", "C", "O", "H", "H", "H", "H", "H", "H", "O", "C", "C", "O", "H", "H", "H", "H", "H", "H", "C", "O", "H", "H", "H", "H", "C", "O", "H", "H", "H", "H", "C", "O", "H", "H", "H", "H", "C", "O", "H", "H", "H", "H", "C", "O", "H", "H", "H", "H"],
  "positions_angstrom": [[0.4644, -3.8296, 0.7954], [0.3725, -5.1505, 1.2975], [-0.0874, -6.0667, 0.1773], [-0.1549, -7.4160, 0.6421], [-0.4269, -3.4419, 0.7052], [1.3606, -5.4035, 1.6746], [-0.3234, -5.2340, 2.1378], [0.6279, -5.9519, -0.6446], [-1.0808, -5.7729, -0.1788], [-0.2458, -7.9716, -0.1371], [2.7073, 3.2680, -0.5437], [3.3835, 3.6957, 0.6454], [2.9589, 5.1054, 0.9928], [1.6974, 5.0986, 1.6599], [2.1815, 2.4858, -0.3192], [3.1862, 3.0082, 1.4732], [4.4484, 3.6403, 0.4041], [2.9036, 5.6488, 0.0431], [3.7200, 5.6093, 1.5995], [1.4944, 6.0076, 1.8986], [-1.4937, 3.9333, -2.2956], [-0.5276, 3.0586, -2.8727], [-0.5172, 3.2757, -4.3843], [-0.3724, 4.6506, -4.6649], [-1.4005, 3.7874, -1.3445], [0.4522, 3.3084, -2.4495], [-0.7512, 2.0142, -2.6289], [-1.4125, 2.8014, -4.8007], [0.3590, 2.7269, -4.7539], [-0.2227, 4.7384, -5.6104], [3.7342, -0.9222, 0.6786], [4.3579, -0.0091, 1.5911], [5.6723, -0.5939, 2.0916], [6.5886, -0.8268, 1.0470], [3.4341, -1.6747, 1.2062], [4.5614, 0.8992, 1.0235], [3.6983, 0.2113, 2.4347], [5.4315, -1.5434, 2.5889], [6.1257, 0.1041, 2.7946], [6.0957, -1.1674, 0.2896], [-4.5318, 1.0468, 1.1917], [-3.7534, 0.0112, 1.8599], [-4.5532, -1.2530, 2.1011], [-4.5483, -2.0894, 0.9232], [-4.4223, 1.8649, 1.6759], [-2.8182, -0.1131, 1.3210], [-3.6163, 0.5006, 2.8263], [-5.6118, -1.0746, 2.2828], [-4.0604, -1.7707, 2.9281], [-5.2884, -2.6985, 0.9167], [-2.0381, -0.5149, -5.3652], [-1.2891, -0.8917, -4.2068], [-3.0743, -0.7228, -5.0955], [-1.9044, 0.5503, -5.5544], [-1.6991, -0.9751, -6.2955], [-1.0657, -1.8237, -4.2560], [-1.1971, 2.9731, 1.1856], [-0.3445, 3.7586, 0.3687], [-0.6801, 2.0627, 1.5135], [-1.5316, 3.5377, 2.0621], [-2.0662, 2.6581, 0.6065], [0.4636, 3.9758, 0.8803], [0.2943, -0.1263, -0.6692], [1.5029, 0.5803, -0.4433], [-0.4557, 0.5039, -0.1868], [0.0682, -0.3871, -1.7035], [0.2603, -1.0613, -0.0972], [2.2295, -0.0304, -0.2548], [-0.5414, -1.2366, 2.9507], [-0.5599, -1.3073, 4.3687], [-1.3397, -1.8754, 2.5690], [-0.6993, -0.1822, 2.6990], [0.3892, -1.5500, 2.4719], [-0.7516, -0.4729, 4.7877], [-2.1410, -3.1229, -1.0623], [-2.0481, -2.6371, 0.2617], [-1.1975, -3.5662, -1.3774], [-2.9129, -3.8948, -1.2118], [-2.4748, -2.3212, -1.7344], [-2.9922, -2.4257, 0.4987]],
  "forces_ev_per_a": [[-0.1, 0.3, 0.1], [-0.4, 0.1, -0.1], [0.2, -0.3, 0.1], [0.2, 0.2, -0.1], [0.2, -0.1, 0.2], [0.1, -0.3, -0.1], [0.0, 0.1, 0.0], [-0.1, -0.1, 0.0], [0.1, 0.3, 0.0], [0.0, -0.1, 0.1], [-0.1, -0.1, 0.7], [-0.3, -0.3, -0.7], [0.6, 0.1, -0.3], [0.4, -0.1, 0.1], [-0.1, -0.1, -0.4], [0.0, 0.1, 0.1], [0.1, 0.3, 0.3], [-0.2, 0.0, 0.1], [-0.1, -0.2, 0.2], [-0.2, -0.1, 0.0], [-0.1, -0.6, 0.1], [0.0, 0.8, -0.1], [0.5, -0.8, 0.9], [-0.2, 0.0, -0.2], [0.1, 0.4, -0.1], [0.1, -0.1, -0.1], [0.0, -0.1, -0.3], [-0.2, 0.4, -0.2], [-0.1, -0.1, -0.1], [0.0, 0.1, 0.0], [0.0, 0.0, 0.2], [0.4, -0.1, -0.1], [-0.6, -0.1, -0.2], [0.1, 0.2, -0.2], [-0.1, 0.0, -0.2], [-0.1, 0.0, 0.0], [0.0, 0.1, 0.0], [0.1, 0.1, 0.3], [0.1, -0.1, 0.1], [0.0, 0.0, 0.1], [-0.1, -0.9, -0.6], [-1.5, 2.0, 0.3], [0.1, -0.4, -0.8], [0.4, 0.3, -0.1], [0.0, 0.1, 0.0], [0.1, -0.4, 0.1], [0.8, -0.8, 0.4], [0.2, 0.5, 0.6], [-0.2, -0.2, 0.1], [-0.1, 0.0, 0.2], [0.0, 0.1, 0.5], [0.5, 0.3, -0.2], [-0.2, 0.1, -0.8], [-0.1, 0.1, 0.4], [-0.2, -0.5, 0.2], [0.0, 0.0, -0.1], [0.4, 0.0, 0.0], [-0.1, -0.3, 0.3], [-0.1, 0.0, 0.1], [-0.1, -0.1, 0.0], [0.0, 0.1, -0.1], [-0.5, 0.2, -0.4], [-0.2, -0.2, 1.3], [0.4, 0.1, -0.2], [-0.4, -0.1, -0.6], [0.1, 0.5, -0.1], [0.2, 0.0, -0.1], [0.0, -0.1, -0.1], [-0.5, 0.9, 0.2], [0.5, -1.1, 0.4], [0.0, 0.2, -0.2], [-0.2, -0.2, -0.6], [0.1, -0.1, 0.5], [0.0, 0.3, -0.3], [-0.7, 0.1, -0.8], [-0.6, -0.2, 0.0], [0.1, 0.3, 0.0], [0.1, -0.1, 0.5], [0.5, 0.0, -0.1], [0.8, -0.2, 0.2]],
  "smiles": "OCCO.OCCO.OCCO.OCCO.OCCO.CO.CO.CO.CO.CO",
  "relative_energy_kcal_mol": 24.5,
  "gap_ev": 9.33
}